Record 1
{
  "formula": "C37H48BrClN4O5PSSiTi",
  "method": "ωB97M-V/def2-TZVPD",
  "e_tot_ha": -6946.3055,
  "gap_ev": [6.3, 6.3],
  "total_charge": 1,
  "e_homo_ev": [-10.89, -10.89],
  "species": ["Ti", "C", "C", "C", "C", "C", "C", "C", "Br", "C", "O", "C", "C", "C", "C", "C", "C", "H", "H", "H", "H", "H", "H", "H", "H", "H", "H", "H", "H", "H", "H", "H", "H", "H", "H", "H", "H", "C", "C", "N", "N", "C", "S", "N", "N", "H", "H", "H", "H", "H", "H", "O", "Cl", "O", "O", "O", "C", "P", "C", "C", "C", "C", "C", "C", "C", "H", "H", "H", "H", "H", "H", "H", "H", "H", "H", "H", "C", "C", "C", "C", "C", "C", "Si", "C", "C", "C", "C", "C", "C", "H", "H", "H", "H", "H", "H", "H", "H", "H", "H", "H"],
  "positions_angstrom": [[-0.77522, -0.05023, -0.25571], [2.50633, 6.90073, 0.37787], [3.55749, 5.89409, -0.07947], [4.69938, 5.74397, 0.95104], [4.19172, 6.39970, -1.39293], [2.91325, 4.51002, -0.21029], [2.56650, 3.71718, 0.93079], [1.95265, 2.52675, 0.61654], [1.65399, 1.43370, 2.20285], [1.44706, 2.12296, -0.68779], [0.62876, 1.04892, -0.74316], [1.87496, 2.87169, -1.80950], [2.56316, 4.01698, -1.44997], [1.72809, 2.57671, -3.30864], [1.35512, 3.85616, -4.08239], [3.17449, 2.14285, -3.80350], [0.69893, 1.49443, -3.65635], [2.90902, 7.91014, 0.51472], [2.12657, 6.60577, 1.37207], [1.66244, 6.89964, -0.31693], [5.20704, 6.69612, 1.05006], [5.45220, 4.98175, 0.61509], [4.36283, 5.42159, 1.95606], [4.74367, 7.26762, -1.17848], [3.41585, 6.68317, -2.09638], [4.92436, 5.69296, -1.80738], [2.86804, 3.97640, 1.93552], [2.82108, 4.69078, -2.24240], [2.21398, 4.51494, -4.10929], [0.55697, 4.42431, -3.58606], [0.98577, 3.67963, -5.12480], [3.85642, 2.96007, -3.52510], [3.23918, 1.99096, -4.90410], [3.59055, 1.25208, -3.28282], [-0.35477, 1.78357, -3.37651], [0.84679, 0.61719, -3.01221], [0.69609, 1.28175, -4.73329], [3.76230, -4.54155, 1.62800], [2.78977, -4.25049, 0.52481], [2.40322, -5.09816, -0.40742], [1.55933, -4.38360, -1.24847], [1.38038, -3.12194, -0.79227], [0.43897, -1.95836, -1.59183], [2.16959, -3.02686, 0.31658], [2.30931, -1.92164, 1.17266], [3.29864, -5.01212, 2.46944], [4.22906, -3.62734, 1.96252], [4.48809, -5.21469, 1.16331], [1.15302, -4.72685, -2.12859], [1.73168, -1.16230, 0.78623], [2.03766, -2.22091, 2.08030], [-1.62171, 1.15668, 3.23452], [-2.14179, 0.50192, 2.01524], [-1.73506, 1.28379, 0.77825], [-1.35128, -0.74337, 1.47319], [-1.75121, -0.12109, -1.89602], [0.97732, -3.11840, 6.76263], [0.43897, -2.28587, 5.14944], [0.64597, -0.53758, 5.76434], [-1.42576, -2.44737, 5.32762], [-2.12162, -3.23906, 4.42702], [-3.52297, -3.30201, 4.40894], [-4.28949, -2.53357, 5.25066], [-3.61732, -1.73281, 6.14025], [-2.22486, -1.77995, 6.26100], [1.18322, -4.17291, 6.54177], [0.21398, -3.04432, 7.55957], [1.91063, -2.71704, 7.20411], [0.48431, -0.53294, 6.82472], [0.05818, 0.19380, 5.22871], [1.69624, -0.21637, 5.58190], [-1.47238, -3.82832, 3.75381], [-4.01407, -3.83666, 3.57411], [-5.39092, -2.51863, 5.23118], [-4.12188, -1.11480, 6.90773], [-1.74879, -1.21256, 7.06573], [-6.18490, -3.41686, -0.16940], [-6.38678, -2.01794, -0.20336], [-5.46674, -1.17988, -0.82890], [-4.30360, -1.72938, -1.42477], [-4.09838, -3.07566, -1.34884], [-5.03856, -3.92803, -0.73060], [-3.16651, -0.64406, -2.54902], [-2.71815, -1.52168, -4.17714], [-3.20880, -2.78372, -4.50480], [-2.70752, -3.47013, -5.59534], [-1.82565, -2.80904, -6.47483], [-1.46387, -1.48892, -6.24923], [-1.99991, -0.81732, -5.15791], [-6.98168, -4.07828, 0.21913], [-7.30089, -1.55476, 0.25914], [-5.58878, -0.12549, -0.66930], [-3.18159, -3.51792, -1.77200], [-4.85278, -4.99387, -0.75570], [-3.96404, 0.56175, -2.95057], [-4.00574, -3.21429, -3.88619], [-2.96264, -4.51600, -5.84862], [-1.50728, -3.31945, -7.35735], [-0.79436, -0.99487, -6.94041], [-1.96032, 0.26499, -5.13676]]
}

***

Record 2
{
  "formula": "C37H48F6N4SSbSi4V",
  "method": "ωB97M-V/def2-TZVPD",
  "e_tot_ha": -4997.6935,
  "gap_ev": [5.9, 6.5],
  "spin_multiplicity": 4,
  "total_charge": -1,
  "e_homo_ev": [-4.13, -5.30],
  "species": ["V", "N", "C", "S", "N", "N", "C", "C", "C", "C", "C", "C", "C", "C", "C", "C", "C", "C", "N", "H", "H", "H", "H", "H", "H", "H", "H", "H", "H", "H", "F", "Sb", "F", "F", "F", "F", "F", "C", "Si", "C", "C", "Si", "Si", "C", "C", "C", "Si", "C", "C", "C", "H", "H", "H", "H", "H", "H", "H", "H", "H", "H", "H", "H", "H", "H", "H", "H", "H", "H", "H", "H", "H", "H", "H", "H", "H", "H", "H", "C", "C", "C", "C", "C", "C", "C", "C", "C", "C", "C", "C", "C", "C", "C", "H", "H", "H", "H", "H", "H", "H", "H", "H", "H"],
  "positions_angstrom": [[0.94184, -0.17253, -0.43402], [-1.20729, 0.08380, -4.08926], [-1.06215, -0.17305, -2.76119], [-1.75512, 0.91143, -1.63858], [-0.48707, -1.31726, -2.45660], [-0.15587, -1.51339, -1.17404], [-0.31694, -2.68630, -0.60750], [-0.86865, -3.87898, -1.26704], [-0.46828, -4.22240, -2.56028], [-0.92899, -5.38592, -3.15215], [-1.80759, -6.21842, -2.47271], [-2.23179, -5.87233, -1.19843], [-1.76701, -4.71352, -0.59909], [0.19570, -2.68991, 0.74975], [0.35842, -3.81406, 1.55977], [0.86882, -3.65974, 2.83293], [1.18806, -2.38303, 3.27793], [1.05903, -1.32674, 2.39786], [0.59649, -1.46498, 1.15964], [-1.42308, 1.03784, -4.31634], [-0.57288, -0.39918, -4.70734], [0.21915, -3.57109, -3.07720], [-0.59592, -5.64766, -4.14860], [-2.15825, -7.13417, -2.93190], [-2.92703, -6.51007, -0.66636], [-2.11757, -4.43919, 0.38838], [0.12950, -4.79223, 1.16394], [1.03583, -4.52146, 3.46555], [1.56561, -2.21297, 4.27637], [1.35799, -0.32662, 2.68210], [-0.80191, 1.09988, 1.33202], [0.80498, 3.04209, -0.64379], [1.27963, 0.91871, -1.89744], [1.82964, 0.80734, 0.77257], [2.72375, 3.00920, -0.81859], [1.09941, 4.85027, 0.17077], [0.77584, 3.90640, -2.39035], [-4.18809, 4.30177, 2.51754], [-3.34021, 3.17774, 1.23429], [-2.61819, 4.31349, -0.09033], [-4.72054, 2.15675, 0.42868], [-1.88829, 1.73350, 2.43143], [-3.03667, -0.24557, 3.03004], [-4.67812, 0.23638, 3.86361], [-3.36571, -1.27276, 1.47842], [-2.17179, -1.36477, 4.29747], [-0.38414, 2.71774, 3.95373], [-1.37116, 3.87599, 5.09397], [0.95742, 3.71808, 3.08544], [0.49061, 1.48813, 5.11482], [-5.01863, 4.84086, 2.05589], [-3.49733, 5.04580, 2.92107], [-4.58963, 3.73186, 3.35995], [-3.33846, 5.08219, -0.37722], [-2.37552, 3.73921, -0.98889], [-1.70985, 4.82226, 0.24336], [-5.39791, 2.79490, -0.14345], [-5.31338, 1.61532, 1.17016], [-4.29542, 1.42482, -0.26052], [-5.25474, 0.94300, 3.26236], [-4.49396, 0.70738, 4.83319], [-5.30523, -0.64168, 4.03611], [-4.29941, -0.98127, 0.99421], [-3.40857, -2.34300, 1.69583], [-2.56824, -1.11099, 0.74833], [-1.78831, -0.79450, 5.14643], [-1.33183, -1.89905, 3.85117], [-2.87148, -2.10799, 4.68730], [-1.84576, 4.68278, 4.53134], [-0.71454, 4.33200, 5.83857], [-2.15915, 3.33932, 5.62916], [0.53262, 4.50035, 2.45224], [1.55889, 3.07618, 2.43574], [1.62793, 4.19108, 3.80587], [-0.17679, 0.69544, 5.45968], [0.87398, 2.00748, 5.99565], [1.33846, 1.00945, 4.62049], [2.37674, -1.44860, -0.84832], [3.04705, -2.47251, -0.91111], [3.77157, -3.67320, -0.84988], [3.94400, -4.46182, -2.04814], [3.18707, -4.15225, -3.19651], [3.32377, -4.87772, -4.36262], [4.22353, -5.93700, -4.42965], [5.00244, -6.23654, -3.31995], [4.87457, -5.51229, -2.14879], [4.23052, -4.07300, 0.48102], [4.27600, -5.41348, 0.89613], [4.65100, -5.74619, 2.18686], [5.00748, -4.76087, 3.09764], [4.96620, -3.42849, 2.70377], [4.57159, -3.08652, 1.42451], [2.49307, -3.32319, -3.13852], [2.72851, -4.61894, -5.22988], [4.32727, -6.51064, -5.34217], [5.72677, -7.04095, -3.37287], [5.52365, -5.73255, -1.31233], [3.96689, -6.19224, 0.21145], [4.66374, -6.78771, 2.48708], [5.30949, -5.02683, 4.10325], [5.24352, -2.64653, 3.40084], [4.52317, -2.04846, 1.12289]]
}